# 1
DFT (ωB97M-V/def2-TZVPD) results for a cluster of 2 separate species, C3H9NO3 in total at a distorted geometry.

```
16
Properties=species:S:1:pos:R:3
O 0.1849 4.0912 -2.6904
O -0.3951 2.0404 -3.5299
C 0.0044 2.8763 -2.5576
N -0.4150 0.8670 -1.1847
C 0.0000 0.0000 0.0000
C 0.3378 2.1738 -1.3139
H -0.4102 1.1020 -3.1965
H -1.4184 1.0740 -1.0997
H -0.3505 0.4503 0.9439
H 1.1007 -0.0657 0.0289
H -0.4114 -1.0205 -0.0770
H 1.4022 1.8699 -1.3090
H 0.1884 2.8902 -0.4833
O -0.2576 -3.4385 1.9083
H -0.2422 -3.2594 0.9409
H -0.0906 -4.4052 1.9844
```

Summary:
- DFT total energy: -400.17269 Eh
- SMILES: CNCC(=O)O.O
- LUMO energy: 0.47 eV
- ΔE to the lowest compared entry with this formula, charge and spin: 128.1 kJ/mol
- Gap between HOMO and LUMO: 10.56 eV

Need the Löwdin charges? In units of e they are:
1. O 0.080
2. O 0.093
3. C -0.527
4. N -0.131
5. C -0.091
6. C -0.142
7. H 0.117
8. H 0.113
9. H 0.079
10. H 0.080
11. H 0.062
12. H 0.140
13. H 0.136
14. O -0.090
15. H 0.032
16. H 0.050

---

# 2
DFT (ωB97M-V/def2-TZVPD) results for a structure of composition C43H43F4HgN3OP2S.

```
98
Properties=species:S:1:pos:R:3
Hg 0.7045 0.1712 0.9312
C 0.7068 4.2273 0.4486
C -0.5730 3.8121 1.1546
N -0.4669 2.5710 1.9192
C -1.7601 2.1932 2.4786
C -2.8367 1.9857 1.4250
C 0.5599 2.6930 2.9542
C 0.6404 1.5500 3.9564
N 0.8925 0.2663 3.3332
C 1.2303 -0.7684 4.1102
C 1.6375 -2.0139 3.5449
F 1.6751 -2.1462 2.2010
C 1.9945 -3.1119 4.2831
F 2.3622 -4.2314 3.6210
C 1.9946 -3.1241 5.6676
C 1.5935 -1.9436 6.2551
F 1.5381 -1.8697 7.6056
C 1.2243 -0.8271 5.5370
F 0.7905 0.2309 6.2772
H 0.4836 5.0305 -0.2579
H 1.1255 3.3865 -0.1072
H 1.4625 4.5993 1.1420
H -1.3508 3.6752 0.4038
H -0.9109 4.6258 1.8271
H -2.0950 2.9494 3.2140
H -1.6220 1.2562 3.0166
H -3.2287 2.9235 1.0287
H -3.6756 1.4414 1.8625
H -2.4433 1.3936 0.5967
H 0.3972 3.6206 3.5362
H 1.5271 2.7813 2.4544
H -0.2672 1.5464 4.5704
H 1.4547 1.8313 4.6352
H 2.2851 -3.9890 6.2417
C -1.3149 -2.2648 -1.9010
C -1.0181 -1.1821 -2.9429
P 0.2827 -0.0199 -2.2661
C 0.0165 1.4260 -3.3535
C -1.2391 2.0362 -3.2996
C -1.4861 3.2276 -3.9641
C -0.4748 3.8432 -4.6887
C 0.7839 3.2598 -4.7307
C 1.0292 2.0679 -4.0635
C 1.7300 -0.8967 -2.9653
C 1.9790 -1.0239 -4.3327
C 3.0488 -1.7769 -4.7894
C 3.8808 -2.4249 -3.8828
C 3.6369 -2.3122 -2.5236
C 2.5690 -1.5490 -2.0676
P -2.3795 -1.5387 -0.5700
C -4.0168 -2.2456 -1.0468
C -5.0219 -1.3699 -1.4442
C -6.2785 -1.8415 -1.8088
C -6.5439 -3.2003 -1.7694
C -5.5493 -4.0867 -1.3698
C -4.2985 -3.6121 -1.0129
C -2.0439 -2.5611 0.9128
C -1.1432 -3.6177 0.9833
C -0.9260 -4.2854 2.1829
C -1.5992 -3.8993 3.3296
C -2.5057 -2.8476 3.2711
C -2.7240 -2.1883 2.0745
H -0.3813 -2.6306 -1.4674
H -1.8263 -3.1157 -2.3569
H -1.9248 -0.6159 -3.1708
H -0.6692 -1.6283 -3.8774
H -2.0276 1.5841 -2.7066
H -2.4675 3.6824 -3.9051
H -0.6621 4.7774 -5.2034
H 1.5859 3.7396 -5.2793
H 2.0263 1.6464 -4.0728
H 1.3254 -0.5391 -5.0493
H 3.2322 -1.8625 -5.8538
H 4.7210 -3.0083 -4.2392
H 4.2880 -2.7955 -1.8063
H 2.4169 -1.4203 -1.0029
H -4.8163 -0.3054 -1.4642
H -7.0490 -1.1450 -2.1152
H -7.5234 -3.5717 -2.0438
H -5.7543 -5.1495 -1.3307
H -3.5315 -4.3077 -0.6908
H -0.5834 -3.9244 0.1092
H -0.2040 -5.0911 2.2221
H -1.4028 -4.3993 4.2693
H -3.0246 -2.5273 4.1660
H -3.4236 -1.3607 2.0374
O 1.9939 1.5927 -1.0585
N 3.1850 2.1237 -0.9026
C 3.4609 3.2493 -1.6025
C 4.6684 3.8869 -1.5163
C 5.6377 3.3444 -0.6650
C 5.3442 2.2154 0.0512
C 4.0894 1.5632 -0.0262
S 3.6919 0.1979 0.8930
H 2.6432 3.5742 -2.2287
H 4.8422 4.7818 -2.0959
H 6.6086 3.8138 -0.5670
H 6.0668 1.7727 0.7217
```

Summary:
- DFT total energy: -3537.61945 Eh
- LUMO energy (alpha / beta): 2.43 / 2.34 eV
- <S²>: 0.75
- Charge: -1
- Gap between HOMO and LUMO (alpha / beta): 5.57 / 6.39 eV
- Multiplicity: 2

Need the Löwdin charges? In units of e they are:
1. Hg 0.856
2. C -0.084
3. C -0.261
4. N -0.227
5. C -0.276
6. C -0.106
7. C -0.218
8. C -0.272
9. N -0.071
10. C -0.209
11. C -0.182
12. F -0.020
13. C -0.247
14. F 0.060
15. C 0.020
16. C -0.244
17. F 0.057
18. C -0.142
19. F 0.039
20. H 0.074
21. H 0.043
22. H 0.070
23. H 0.097
24. H 0.118
25. H 0.121
26. H 0.094
27. H 0.060
28. H 0.066
29. H 0.036
30. H 0.123
31. H 0.106
32. H 0.100
33. H 0.118
34. H 0.116
35. C -0.418
36. C -0.410
37. P 1.016
38. C -0.356
39. C -0.106
40. C -0.098
41. C -0.108
42. C -0.098
43. C -0.113
44. C -0.363
45. C -0.114
46. C -0.098
47. C -0.101
48. C -0.077
49. C -0.109
50. P 1.028
51. C -0.373
52. C -0.111
53. C -0.099
54. C -0.104
55. C -0.091
56. C -0.092
57. C -0.407
58. C -0.099
59. C -0.087
60. C -0.089
61. C -0.082
62. C -0.113
63. H 0.054
64. H 0.079
65. H 0.053
66. H 0.073
67. H 0.092
68. H 0.096
69. H 0.093
70. H 0.098
71. H 0.100
72. H 0.102
73. H 0.095
74. H 0.094
75. H 0.104
76. H 0.032
77. H 0.091
78. H 0.097
79. H 0.095
80. H 0.098
81. H 0.105
82. H 0.094
83. H 0.104
84. H 0.102
85. H 0.100
86. H 0.094
87. O -0.359
88. N -0.219
89. C -0.054
90. C -0.089
91. C -0.106
92. C -0.118
93. C -0.711
94. S 0.569
95. H 0.119
96. H 0.093
97. H 0.096
98. H 0.091

---

# 3
DFT (ωB97M-V/def2-TZVPD) results for a cluster of 2 separate species, C3H13N3 in total at a distorted geometry.

```
19
Properties=species:S:1:pos:R:3
C -1.2635 0.4507 -1.2039
C -2.6716 -0.1353 -1.3690
N -3.0883 -0.5131 -2.7288
H -0.5365 -0.1717 -1.7008
H -1.0511 0.4169 -0.1335
H -1.2533 1.4839 -1.5099
H -3.4250 0.5274 -0.9295
H -2.7561 -1.0039 -0.6991
H -2.5544 0.0453 -3.3851
H -2.7971 -1.4704 -2.8799
N 2.2117 0.5656 0.6248
C 2.4593 -0.4507 1.6521
N 2.1781 -0.0275 3.0085
H 3.0187 0.6984 0.0299
H 2.0341 1.4693 1.0443
H 3.5071 -0.7643 1.5945
H 1.8445 -1.3461 1.5196
H 1.1821 0.0445 3.1451
H 2.6856 0.7924 3.3138
```

Summary:
- DFT total energy: -286.33550 Eh
- SMILES: CCN.NCN
- LUMO energy: 1.00 eV
- ΔE to the lowest compared entry with this formula, charge and spin: 42.3 kJ/mol
- Gap between HOMO and LUMO: 10.06 eV

Need the Löwdin charges? In units of e they are:
1. C -0.115
2. C -0.357
3. N -0.025
4. H 0.062
5. H 0.058
6. H 0.060
7. H 0.092
8. H 0.099
9. H 0.054
10. H 0.053
11. N -0.013
12. C -0.378
13. N -0.013
14. H 0.052
15. H 0.053
16. H 0.100
17. H 0.098
18. H 0.058
19. H 0.062

---

# 4
DFT (ωB97M-V/def2-TZVPD) results for a cluster of 13 separate species, C13H52O13 in total at a distorted geometry.

```
78
Properties=species:S:1:pos:R:3
C 0.3387 -1.9573 3.1807
O 0.6017 -1.3269 4.4246
H -0.2519 -2.8503 3.3935
H -0.2211 -1.3347 2.4733
H 1.2721 -2.2578 2.6857
H 1.2551 -0.6266 4.2443
C 1.1204 -0.2737 -4.9784
O 1.2838 0.1603 -3.6342
H 1.0949 0.6305 -5.5841
H 1.9495 -0.9123 -5.2887
H 0.1842 -0.8148 -5.1376
H 1.3783 -0.6523 -3.0987
C 2.4893 2.2676 3.8718
O 2.3323 0.8991 4.2187
H 1.8041 2.5195 3.0621
H 2.1644 2.9176 4.6906
H 3.5098 2.4874 3.5595
H 2.8521 0.7200 5.0086
C -4.8391 1.2175 0.4853
O -5.7770 0.2553 0.0414
H -3.8186 0.8342 0.4010
H -4.7465 2.1509 -0.0784
H -4.9806 1.3845 1.5576
H -6.6400 0.6631 0.1665
C -2.1579 2.8315 -1.7175
O -3.2520 3.1534 -2.5431
H -2.4690 2.2783 -0.8327
H -1.3849 2.1866 -2.1518
H -1.6336 3.7457 -1.4148
H -2.9664 3.1877 -3.4581
C 0.4971 -4.3824 -0.2961
O -0.7978 -4.3261 0.2890
H 1.0249 -5.2976 -0.0073
H 0.3746 -4.3896 -1.3793
H 1.0520 -3.4753 -0.0271
H -0.6920 -4.4632 1.2342
C 3.7871 1.3602 0.4060
O 4.7091 2.3703 0.7643
H 3.6039 0.6526 1.2200
H 2.8478 1.8619 0.1865
H 4.0786 0.8150 -0.4929
H 5.4731 1.9870 1.2012
C 0.4815 0.4040 0.0431
O -0.8666 0.0336 0.2714
H 1.0907 -0.4997 0.0639
H 0.6484 0.9443 -0.8947
H 0.8347 1.0804 0.8273
H -1.2932 0.8305 0.6262
C -1.8887 1.9339 3.1906
O -1.8323 2.2749 1.8025
H -2.5921 2.6080 3.6861
H -2.2738 0.9235 3.2919
H -0.9080 2.0041 3.6628
H -1.6877 3.2194 1.7090
C 3.3343 2.6623 -2.8359
O 1.9091 2.7428 -2.8032
H 3.6841 2.8069 -3.8645
H 3.7312 3.4833 -2.2423
H 3.6434 1.6837 -2.4725
H 1.5645 1.8722 -3.0831
C -3.4442 -1.7118 2.2875
O -3.3550 -3.0546 1.8318
H -4.4128 -1.5732 2.7754
H -2.6719 -1.4853 3.0322
H -3.3229 -1.0155 1.4666
H -3.5900 -3.6080 2.5817
C 3.0264 -2.4405 -1.7422
O 1.8066 -2.3479 -2.4938
H 3.2175 -1.4641 -1.3153
H 2.9033 -3.1934 -0.9603
H 3.8510 -2.7673 -2.3780
H 1.6480 -3.2162 -2.8756
C -1.5962 -1.5812 -2.6537
O -2.0391 -1.9870 -1.3865
H -2.0131 -2.2135 -3.4361
H -1.9151 -0.5577 -2.9001
H -0.5026 -1.5859 -2.7213
H -1.6201 -1.4019 -0.7363
```

Summary:
- DFT total energy: -1504.37020 Eh
- LUMO energy: 0.29 eV
- ΔE to the lowest compared entry with this formula, charge and spin: 195.2 kJ/mol
- Gap between HOMO and LUMO: 9.28 eV

Need the Löwdin charges? In units of e they are:
1. C -0.165
2. O -0.134
3. H 0.076
4. H 0.060
5. H 0.078
6. H 0.024
7. C -0.125
8. O -0.168
9. H 0.085
10. H 0.081
11. H 0.077
12. H 0.036
13. C -0.132
14. O -0.135
15. H 0.074
16. H 0.083
17. H 0.077
18. H 0.095
19. C -0.178
20. O -0.099
21. H 0.045
22. H 0.076
23. H 0.081
24. H 0.076
25. C -0.166
26. O -0.103
27. H 0.040
28. H 0.076
29. H 0.083
30. H 0.077
31. C -0.160
32. O -0.111
33. H 0.083
34. H 0.072
35. H 0.056
36. H 0.063
37. C -0.177
38. O -0.111
39. H 0.080
40. H 0.068
41. H 0.060
42. H 0.076
43. C -0.129
44. O -0.140
45. H 0.079
46. H 0.072
47. H 0.068
48. H 0.036
49. C -0.099
50. O -0.142
51. H 0.085
52. H 0.072
53. H 0.075
54. H 0.093
55. C -0.157
56. O -0.156
57. H 0.075
58. H 0.079
59. H 0.055
60. H 0.019
61. C -0.152
62. O -0.106
63. H 0.084
64. H 0.060
65. H 0.055
66. H 0.073
67. C -0.103
68. O -0.153
69. H 0.069
70. H 0.066
71. H 0.087
72. H 0.091
73. C -0.172
74. O -0.112
75. H 0.080
76. H 0.077
77. H 0.042
78. H 0.034

---

# 5
DFT (ωB97M-V/def2-TZVPD) results for a cluster of 2 separate species, C3H8N3O2 in total at a distorted geometry.

```
16
Properties=species:S:1:pos:R:3
N 0.9462 1.8749 0.8525
C 1.3454 0.7052 0.1373
O 1.4807 0.8436 -1.1059
O 1.4424 -0.3452 0.8008
H 1.2919 1.9307 1.7905
H 1.1695 2.6955 0.3073
C -0.8059 -1.3707 -0.7244
C -1.2986 -0.1739 -0.2798
N -1.8037 0.1047 0.9762
N 0.1919 -1.5046 -1.5986
H -1.2369 -2.2755 -0.2986
H -1.1371 0.7646 -0.8006
H -1.0921 0.6571 1.4705
H -1.9583 -0.7504 1.5069
H 0.5788 -2.4344 -1.5325
H 0.8859 -0.7217 -1.5016
```

Summary:
- DFT total energy: -433.81796 Eh
- LUMO energy (alpha / beta): 0.55 / -2.05 eV
- <S²>: 0.76
- ΔE to the lowest compared entry with this formula, charge and spin: 21.2 kJ/mol
- Gap between HOMO and LUMO (alpha / beta): 9.38 / 6.78 eV
- Multiplicity: 2

Need the Löwdin charges? In units of e they are:
1. N 0.107
2. C -0.849
3. O -0.070
4. O -0.054
5. H 0.075
6. H 0.081
7. C -0.123
8. C -0.126
9. N 0.112
10. N 0.175
11. H 0.138
12. H 0.133
13. H 0.097
14. H 0.102
15. H 0.123
16. H 0.080

---

# 6
DFT (ωB97M-V/def2-TZVPD) results for the molecule C4H6O2 at a distorted geometry.

```
12
Properties=species:S:1:pos:R:3
C 0.6638 -0.3611 -0.7135
C 0.3021 -0.5487 -2.0943
C -0.1365 0.1535 0.2755
C 0.0926 0.2702 1.8029
O 0.9460 -1.1659 -2.8483
O -1.4268 0.4909 -0.2791
H 1.7237 -0.6009 -0.5850
H -0.6044 0.1074 -2.3855
H -0.4707 -0.5106 2.3399
H -0.1717 1.3019 2.1765
H 1.1732 0.3634 1.9006
H -2.0914 0.4999 0.4102
```

Summary:
- DFT total energy: -306.43871 Eh
- SMILES: C/C(O)=C/C=O
- LUMO energy: 0.50 eV
- ΔE to the lowest compared entry with this formula, charge and spin: 177.4 kJ/mol
- Gap between HOMO and LUMO: 9.83 eV

Need the Löwdin charges? In units of e they are:
1. C -0.035
2. C -0.342
3. C -0.265
4. C -0.022
5. O 0.076
6. O -0.021
7. H 0.120
8. H 0.139
9. H 0.091
10. H 0.095
11. H 0.076
12. H 0.089

---

Q: Which of these has the highest DFT total energy?
A: C3H13N3

---

Copy entry 6 word for word.
DFT (ωB97M-V/def2-TZVPD) results for the molecule C4H6O2 at a distorted geometry.

```
12
Properties=species:S:1:pos:R:3
C 0.6638 -0.3611 -0.7135
C 0.3021 -0.5487 -2.0943
C -0.1365 0.1535 0.2755
C 0.0926 0.2702 1.8029
O 0.9460 -1.1659 -2.8483
O -1.4268 0.4909 -0.2791
H 1.7237 -0.6009 -0.5850
H -0.6044 0.1074 -2.3855
H -0.4707 -0.5106 2.3399
H -0.1717 1.3019 2.1765
H 1.1732 0.3634 1.9006
H -2.0914 0.4999 0.4102
```

Summary:
- DFT total energy: -306.43871 Eh
- SMILES: C/C(O)=C/C=O
- LUMO energy: 0.50 eV
- ΔE to the lowest compared entry with this formula, charge and spin: 177.4 kJ/mol
- Gap between HOMO and LUMO: 9.83 eV

Need the Löwdin charges? In units of e they are:
1. C -0.035
2. C -0.342
3. C -0.265
4. C -0.022
5. O 0.076
6. O -0.021
7. H 0.120
8. H 0.139
9. H 0.091
10. H 0.095
11. H 0.076
12. H 0.089

---

Q: Which value of DFT total energy does entry 3 give?
A: -286.33550 Eh

---

Q: DFT total energy of number 3 (C3H13N3)?
A: -286.33550 Eh